[1]
Below is a structure of composition C20H33Br14IN3OS at a distorted geometry, with properties calculated with the ωB97M-V functional and the def2-TZVPD basis.

Atoms and positions in Å:
O (-0.313, 6.382, 2.143)
C (0.421, 5.752, 1.466)
I (2.560, 6.129, 1.338)
C (-0.031, 4.557, 0.603)
C (0.263, 3.313, 1.385)
C (-0.698, 2.568, 1.989)
N (0.052, 1.583, 2.623)
C (1.326, 1.741, 2.388)
N (2.266, 0.868, 2.912)
C (3.440, 1.241, 2.801)
S (4.857, 1.572, 2.307)
N (1.514, 2.817, 1.630)
H (0.465, 4.552, -0.367)
H (-1.105, 4.632, 0.444)
H (-1.754, 2.746, 1.990)
H (-0.322, 0.851, 3.218)
H (2.402, 3.197, 1.325)
Br (-0.358, 1.450, -0.354)
C (-0.387, 0.154, -1.827)
C (0.051, 0.780, -3.122)
Br (-1.354, 1.894, -3.890)
H (-1.393, -0.254, -1.866)
H (0.307, -0.633, -1.535)
H (0.248, 0.011, -3.867)
H (0.928, 1.409, -3.014)
Br (-4.089, -1.072, -2.272)
C (-3.548, -1.544, -4.080)
C (-2.935, -2.914, -4.135)
Br (-1.122, -2.867, -3.425)
H (-2.862, -0.771, -4.412)
H (-4.459, -1.496, -4.674)
H (-2.840, -3.247, -5.165)
H (-3.485, -3.658, -3.566)
Br (-1.514, 3.202, 5.099)
C (-2.400, 1.847, 6.183)
C (-1.397, 0.957, 6.860)
Br (-0.631, -0.327, 5.604)
H (-3.069, 1.302, 5.525)
H (-2.985, 2.398, 6.915)
H (-1.879, 0.354, 7.627)
H (-0.567, 1.503, 7.297)
Br (2.974, 2.849, -1.682)
C (3.030, 4.097, -3.183)
C (2.307, 3.542, -4.381)
Br (3.363, 2.181, -5.283)
H (4.076, 4.309, -3.374)
H (2.538, 5.000, -2.826)
H (2.147, 4.322, -5.121)
H (1.355, 3.086, -4.127)
Br (2.717, -5.677, -3.251)
C (2.686, -5.601, -1.308)
C (1.592, -4.695, -0.813)
Br (2.072, -2.820, -1.026)
H (3.674, -5.284, -0.988)
H (2.510, -6.623, -0.981)
H (1.433, -4.832, 0.254)
H (0.652, -4.840, -1.339)
Br (-2.855, -2.666, 10.189)
C (-2.870, -3.956, 8.733)
C (-2.448, -3.321, 7.436)
Br (-3.875, -2.235, 6.678)
H (-3.869, -4.377, 8.693)
H (-2.163, -4.729, 9.026)
H (-2.238, -4.081, 6.686)
H (-1.583, -2.674, 7.545)
Br (2.130, -1.743, -4.945)
C (1.907, -1.832, -6.877)
C (0.497, -1.502, -7.292)
Br (-0.722, -2.983, -6.950)
H (2.217, -2.826, -7.182)
H (2.601, -1.097, -7.280)
H (0.447, -1.334, -8.366)
H (0.094, -0.639, -6.773)

Gap between HOMO and LUMO: 8.13 eV
Relative energy (zero: lowest compared OMol25 entry of this formula, charge and spin): 0.0 kcal per mole
Total charge: +1
Calculated total energy: -37753.26303 Ha
HOMO: -0.418 Eh

Here are the Löwdin charges for atoms 1 to 4, given in e: atom 1 (O): 0.068, atom 2 (C): -0.776, atom 3 (I): 0.853, atom 4 (C): -0.149

[2]
Below is an isolated molecule of C6H10N2 at a distorted geometry, with properties calculated with the ωB97M-V functional and the def2-TZVPD basis.

Atoms and positions in Å:
C (2.394, -1.116, 2.160)
N (2.079, -0.222, 1.121)
C (1.266, -0.227, 0.174)
C (0.462, -1.330, -0.343)
C (-0.681, -1.161, -0.948)
C (-1.312, 0.105, -1.186)
N (-0.827, 1.196, -0.801)
C (-1.540, 2.460, -1.088)
H (1.654, -1.712, 2.628)
H (3.037, -1.893, 1.807)
H (2.900, -0.488, 2.902)
H (1.322, 0.747, -0.512)
H (0.978, -2.257, -0.208)
H (-1.368, -1.995, -1.244)
H (-2.226, 0.086, -1.737)
H (-2.563, 2.357, -1.466)
H (-1.580, 2.999, -0.219)
H (-0.694, 3.046, -1.698)

Gap between HOMO and LUMO: 8.64 eV
Relative energy (zero: lowest compared OMol25 entry of this formula, charge and spin): 77.1 kcal per mole
Structure (SMILES): C\N=C/C=C\C=N\C
Calculated total energy: -344.01392 Ha
HOMO: -0.309 Eh

Here are the Löwdin charges for atoms 1 to 4, given in e: atom 1 (C): -0.153, atom 2 (N): -0.030, atom 3 (C): -0.211, atom 4 (C): -0.073

[3]
Below is a structure of composition C5H8Br2N2O2 at a distorted geometry, with properties calculated with the ωB97M-V functional and the def2-TZVPD basis.

Atoms and positions in Å:
C (-1.148, 0.121, 0.207)
C (0.830, -1.966, 2.497)
C (0.582, 1.736, -0.818)
C (0.257, 0.289, -0.257)
C (0.569, -0.861, -1.324)
N (-2.058, 0.628, -0.674)
N (0.761, -1.414, 3.594)
O (-1.360, -0.489, 1.245)
O (0.947, -2.604, 1.568)
Br (2.531, -0.544, -1.854)
Br (-0.412, -0.666, -2.996)
H (-0.393, 2.120, -0.962)
H (1.146, 1.865, -1.780)
H (1.035, 2.327, -0.039)
H (0.884, 0.029, 0.668)
H (-1.680, 1.023, -1.522)
H (-3.006, 0.802, -0.303)
H (0.410, -1.790, -0.994)
H (0.105, -0.609, 3.746)

Gap between HOMO and LUMO: 10.29 eV
Relative energy (zero: lowest compared OMol25 entry of this formula, charge and spin): 0.0 kcal per mole
Calculated total energy: -5603.34060 Ha
HOMO: -0.372 Eh

Here are the Löwdin charges for atoms 1 to 4, given in e: atom 1 (C): -0.556, atom 2 (C): -0.453, atom 3 (C): -0.089, atom 4 (C): -0.374